# C3H5NO2

An isolated molecule of C3H5NO2 (wB97M-V/def2-TZVPD, the Open Molecules 2025 dataset).

Values from the calculation:
HOMO level, eV: -9.677
SMILES: OCC=C=NO
Energy relative to the best compared isomer or geometry (same formula, charge and spin), kcal per mole: 101.7
Gap between HOMO and LUMO, eV: 10.49
LUMO level, eV: 0.809

```
11
C3H5NO2 (wB97M-V/def2-TZVPD)
O -0.563 -1.134 1.691
C -0.169 0.135 1.211
C 0.936 -0.126 0.221
C 0.966 0.555 -0.890
N 0.557 0.943 -1.996
O -0.402 -0.055 -2.353
H -1.350 -1.015 2.235
H -0.993 0.645 0.687
H 0.176 0.790 2.022
H 1.597 -0.972 0.370
H -0.755 0.235 -3.198
```